Record 1
{"formula": "C10H17O3Si", "method": "ωB97M-V/def2-TZVPD", "species": ["C", "C", "C", "C", "C", "C", "C", "C", "C", "C", "O", "O", "O", "Si", "H", "H", "H", "H", "H", "H", "H", "H", "H", "H", "H", "H", "H", "H", "H", "H", "H"], "coordinates": [[-1.420, 2.110, -1.710], [-1.981, 1.154, -0.992], [-2.161, 4.127, 1.359], [-2.201, 0.718, 1.747], [-1.723, 1.032, 0.347], [-0.929, 1.383, 1.306], [0.429, 1.740, 1.741], [0.713, -3.650, -1.561], [2.167, -2.423, 1.006], [2.075, -1.210, -1.759], [-3.212, 3.667, 1.273], [-1.109, 4.543, 1.297], [-0.340, -1.474, 0.130], [0.942, -2.091, -0.442], [-1.500, 2.164, -2.839], [-0.602, 2.695, -1.346], [-2.753, 0.609, -1.374], [-2.934, 1.438, 2.121], [-2.210, -0.400, 1.932], [0.907, 2.085, 0.742], [1.103, 0.977, 2.110], [0.425, 2.583, 2.399], [0.057, -3.180, -2.309], [1.585, -3.895, -2.092], [0.378, -4.575, -1.209], [1.775, -3.068, 1.741], [3.175, -2.878, 0.667], [2.414, -1.474, 1.335], [2.963, -1.046, -1.131], [2.213, -1.567, -2.784], [1.754, -0.092, -1.708]], "lowdin_charge": [0.02, -0.14, -0.46, -0.05, -0.23, -0.25, -0.04, -0.20, -0.20, -0.21, 0.20, 0.22, -0.37, 0.16, 0.07, 0.04, 0.08, 0.05, 0.10, 0.11, 0.07, 0.05, 0.02, -0.02, -0.03, -0.02, 0.04, -0.04, -0.01, 0.00, 0.03], "total_charge": -1, "e_above_lowest_kj_mol": 86.6, "homo_energy_ev": -4.16, "homo_lumo_gap_ev": 6.89}



Record 2
{"formula": "C33H47BN4O2P2Ti", "method": "ωB97M-V/def2-TZVPD", "species": ["Ti", "C", "C", "C", "C", "C", "C", "C", "C", "C", "H", "H", "H", "H", "H", "H", "H", "H", "H", "H", "H", "H", "H", "H", "H", "P", "P", "N", "N", "N", "N", "C", "C", "C", "C", "C", "C", "C", "C", "C", "C", "C", "C", "C", "C", "C", "C", "C", "C", "H", "H", "H", "H", "H", "H", "H", "H", "H", "H", "H", "H", "H", "H", "H", "H", "H", "H", "H", "H", "C", "C", "C", "O", "B", "O", "C", "C", "C", "H", "H", "H", "H", "H", "H", "H", "H", "H", "H", "H", "H"], "coordinates": [[0.232, -0.147, 3.686], [-0.994, 1.632, 3.147], [-1.307, 0.630, 2.234], [-0.785, 0.555, 0.809], [0.494, -0.306, 0.671], [1.459, -0.171, 1.828], [1.771, 1.003, 2.505], [1.248, 2.383, 2.143], [-0.031, 2.776, 2.923], [1.604, -1.348, 4.683], [-1.661, 1.756, 3.998], [-2.180, 0.019, 2.453], [-0.607, 1.565, 0.428], [-1.564, 0.121, 0.174], [0.203, -1.361, 0.611], [1.001, -0.070, -0.278], [2.126, -1.019, 1.968], [2.644, 0.981, 3.153], [1.068, 2.438, 1.066], [2.027, 3.120, 2.362], [0.261, 3.154, 3.909], [-0.538, 3.607, 2.410], [1.512, -1.239, 5.768], [2.635, -1.117, 4.387], [1.398, -2.397, 4.432], [1.573, -1.374, -4.964], [-1.497, -0.694, -4.516], [2.991, -0.370, -4.787], [2.134, -2.666, -5.973], [-1.604, 1.020, -4.284], [-3.145, -1.144, -4.876], [0.672, -0.361, -6.227], [-0.816, -0.733, -6.239], [3.255, 0.274, -3.579], [4.241, 1.208, -3.791], [4.599, 1.142, -5.173], [3.816, 0.177, -5.763], [2.386, -3.930, -5.438], [2.899, -4.729, -6.427], [2.972, -3.940, -7.616], [2.504, -2.685, -7.319], [-1.537, 1.572, -3.003], [-1.735, 2.925, -3.100], [-1.934, 3.229, -4.482], [-1.853, 2.055, -5.188], [-4.098, -0.482, -5.642], [-5.126, -1.358, -5.900], [-4.798, -2.608, -5.289], [-3.582, -2.453, -4.668], [1.147, -0.550, -7.197], [0.777, 0.705, -6.005], [-1.407, -0.032, -6.840], [-0.937, -1.729, -6.673], [2.708, -0.004, -2.690], [4.674, 1.854, -3.040], [5.363, 1.724, -5.671], [3.780, -0.182, -6.780], [2.166, -4.125, -4.398], [3.183, -5.766, -6.320], [3.323, -4.265, -8.587], [2.392, -1.814, -7.946], [-1.351, 0.931, -2.154], [-1.730, 3.626, -2.277], [-2.108, 4.207, -4.910], [-1.938, 1.868, -6.247], [-3.961, 0.552, -5.917], [-6.029, -1.125, -6.449], [-5.398, -3.507, -5.290], [-2.974, -3.139, -4.097], [-0.446, 2.194, 8.760], [-0.160, 0.989, 7.839], [1.224, 0.427, 8.274], [-0.073, 1.428, 6.505], [-0.612, 0.280, 5.758], [-1.180, -0.773, 6.607], [-1.304, -0.100, 7.838], [-1.189, -1.112, 8.998], [-2.727, 0.523, 7.901], [0.388, 2.927, 8.701], [-0.547, 1.864, 9.817], [-1.365, 2.731, 8.455], [2.016, 1.194, 8.133], [1.219, 0.144, 9.348], [1.513, -0.468, 7.708], [-1.252, -0.595, 9.978], [-2.008, -1.861, 8.937], [-0.236, -1.679, 8.947], [-2.881, 1.263, 7.088], [-3.498, -0.270, 7.793], [-2.898, 1.028, 8.876]], "lowdin_charge": [0.95, -0.25, -0.21, -0.19, -0.18, -0.23, -0.20, -0.17, -0.17, -0.24, 0.09, 0.11, 0.10, 0.11, 0.11, 0.11, 0.11, 0.11, 0.10, 0.12, 0.12, 0.12, -0.04, 0.00, 0.00, 1.03, 1.01, -0.28, -0.27, -0.27, -0.28, -0.38, -0.39, -0.16, -0.10, -0.09, -0.14, -0.15, -0.10, -0.09, -0.15, -0.15, -0.09, -0.09, -0.15, -0.14, -0.10, -0.10, -0.16, 0.06, 0.08, 0.06, 0.09, 0.09, 0.09, 0.09, 0.10, 0.10, 0.09, 0.10, 0.09, 0.08, 0.09, 0.10, 0.10, 0.09, 0.09, 0.09, 0.10, -0.02, -0.52, -0.02, 0.02, -0.39, 0.02, -0.53, -0.02, -0.02, 0.09, 0.09, 0.08, 0.10, 0.09, 0.07, 0.09, 0.09, 0.09, 0.10, 0.10, 0.09], "spin_multiplicity": 3, "e_above_lowest_kj_mol": 0.0, "homo_energy_ev": [-6.98, -7.71], "homo_lumo_gap_ev": [7.25, 7.35]}



Record 3
{"formula": "C4H3FIO2", "method": "ωB97M-V/def2-TZVPD", "species": ["C", "C", "C", "C", "O", "O", "F", "I", "H", "H", "H"], "coordinates": [[-0.344, -1.500, 0.664], [0.873, -0.946, 0.760], [-2.003, 2.033, -0.892], [1.804, -0.530, -0.398], [-1.715, 2.783, -0.072], [-2.323, 1.427, -1.807], [1.108, -0.044, -1.506], [3.037, 1.206, 0.309], [-0.930, -1.742, 1.478], [-0.711, -1.758, -0.268], [1.206, -0.930, 1.733]], "lowdin_charge": [-0.08, -0.34, -0.45, -0.72, 0.21, 0.21, -0.23, 0.37, -0.01, 0.01, 0.02], "total_charge": -1, "e_above_lowest_kj_mol": 90.5, "homo_energy_ev": -2.34, "homo_lumo_gap_ev": 5.43}



Record 4
{"formula": "C4H10N2O2", "method": "ωB97M-V/def2-TZVPD", "species": ["C", "C", "C", "C", "N", "O", "N", "O", "H", "H", "H", "H", "H", "H", "H", "H", "H", "H"], "coordinates": [[-0.380, -0.240, -0.311], [1.866, 0.249, 0.888], [-1.035, 0.193, 0.992], [-0.810, -1.624, -0.778], [-0.632, 0.744, -1.330], [1.179, -0.315, -0.203], [0.238, 1.919, -1.382], [0.471, 2.542, -0.391], [-0.774, 0.368, -2.259], [1.677, 1.329, 0.974], [1.603, -0.233, 1.835], [2.928, 0.081, 0.713], [-0.765, 1.216, 1.233], [-0.729, -0.468, 1.799], [-2.116, 0.130, 0.883], [-0.282, -1.883, -1.693], [-0.557, -2.354, -0.012], [-1.882, -1.654, -0.960]], "lowdin_charge": [-0.53, -0.14, -0.03, -0.02, 0.05, -0.17, -0.02, -0.01, 0.12, 0.07, 0.08, 0.09, 0.07, 0.08, 0.09, 0.09, 0.09, 0.09], "smiles": "COC(C)(C)NN=O", "e_above_lowest_kj_mol": 459.2, "homo_energy_ev": -9.23, "homo_lumo_gap_ev": 9.68}



Record 5
{"formula": "C24H30AuBF4O3PSi", "method": "ωB97M-V/def2-TZVPD", "species": ["Au", "F", "B", "F", "F", "F", "C", "C", "O", "P", "O", "C", "C", "O", "C", "C", "H", "H", "H", "H", "H", "H", "H", "H", "H", "H", "H", "H", "H", "H", "H", "C", "C", "C", "C", "C", "C", "Si", "C", "C", "C", "C", "C", "C", "C", "C", "C", "C", "C", "C", "H", "H", "H", "H", "H", "H", "H", "H", "H", "H", "H", "H", "H", "H", "H"], "coordinates": [[-0.803, -1.560, 1.049], [-2.915, -2.617, -0.039], [-3.070, -3.982, -0.396], [-1.824, -4.567, -0.414], [-3.876, -4.581, 0.551], [-3.661, -4.048, -1.640], [-2.331, 4.199, -2.147], [-1.715, 2.911, -1.621], [-2.549, 2.383, -0.613], [-1.975, 0.973, 0.126], [-1.062, 1.596, 1.317], [-1.559, 2.393, 2.379], [-1.592, 3.877, 2.039], [-3.307, 0.704, 0.995], [-4.424, 0.032, 0.419], [-5.691, 0.786, 0.788], [-1.700, 4.619, -2.926], [-2.434, 4.920, -1.339], [-3.316, 4.000, -2.561], [-0.711, 3.102, -1.218], [-1.607, 2.181, -2.432], [-0.875, 2.217, 3.217], [-2.557, 2.056, 2.670], [-0.616, 4.208, 1.696], [-1.868, 4.445, 2.925], [-2.318, 4.056, 1.253], [-4.455, -0.989, 0.805], [-4.314, -0.020, -0.666], [-5.810, 0.820, 1.868], [-6.550, 0.286, 0.353], [-5.636, 1.806, 0.414], [4.364, 1.353, 2.954], [3.013, 1.346, 3.256], [2.134, 0.604, 2.485], [2.582, -0.146, 1.407], [3.943, -0.133, 1.123], [4.829, 0.608, 1.884], [1.365, -1.160, 0.336], [2.268, -2.827, 0.107], [2.002, -3.858, 1.001], [2.509, -5.129, 0.807], [3.304, -5.393, -0.296], [3.611, -4.372, -1.176], [3.096, -3.103, -0.972], [1.411, -0.292, -1.366], [1.932, 0.976, -1.598], [1.845, 1.572, -2.846], [1.226, 0.907, -3.891], [0.691, -0.353, -3.677], [0.782, -0.937, -2.428], [5.054, 1.934, 3.552], [2.652, 1.923, 4.097], [1.078, 0.603, 2.713], [4.310, -0.717, 0.291], [5.885, 0.608, 1.646], [1.362, -3.661, 1.850], [2.266, -5.925, 1.498], [3.668, -6.396, -0.475], [4.237, -4.573, -2.036], [3.323, -2.316, -1.678], [2.415, 1.508, -0.790], [2.258, 2.559, -3.013], [1.154, 1.371, -4.867], [0.199, -0.874, -4.487], [0.355, -1.914, -2.261]], "lowdin_charge": [0.63, 0.01, -1.36, 0.11, 0.11, 0.12, -0.08, -0.35, -0.33, 0.84, -0.37, -0.29, -0.07, -0.34, -0.30, -0.07, 0.07, 0.07, 0.07, 0.11, 0.11, 0.11, 0.11, 0.08, 0.07, 0.06, 0.11, 0.11, 0.07, 0.07, 0.07, -0.11, -0.10, -0.11, -0.29, -0.10, -0.10, 0.55, -0.30, -0.12, -0.09, -0.11, -0.10, -0.11, -0.30, -0.10, -0.11, -0.11, -0.09, -0.12, 0.09, 0.09, 0.07, 0.10, 0.10, 0.08, 0.10, 0.09, 0.09, 0.10, 0.10, 0.10, 0.09, 0.10, 0.11], "total_charge": -1, "e_above_lowest_kj_mol": 52.8, "homo_energy_ev": -5.38, "homo_lumo_gap_ev": 7.98}



Record 6
{"formula": "C5H9NO6", "method": "ωB97M-V/def2-TZVPD", "species": ["N", "O", "O", "O", "C", "C", "C", "C", "O", "C", "O", "O", "H", "H", "H", "H", "H", "H", "H", "H", "H"], "coordinates": [[3.224, -1.409, 3.526], [2.663, -2.534, 3.462], [2.968, -0.629, 4.484], [4.045, -1.060, 2.632], [1.489, 0.792, -1.880], [0.056, 1.204, -1.643], [-0.795, 0.124, -1.011], [-2.166, 0.592, -0.479], [-2.514, 1.767, -0.577], [-3.018, -0.429, 0.240], [0.076, -0.235, 0.079], [-0.505, -1.165, 0.837], [2.038, 1.639, -2.297], [1.962, 0.504, -0.943], [1.557, -0.044, -2.573], [0.028, 2.043, -0.939], [-0.408, 1.585, -2.559], [-0.975, -0.739, -1.659], [-2.974, -1.424, -0.209], [-2.693, -0.486, 1.283], [-4.058, -0.093, 0.226]], "lowdin_charge": [-0.52, 0.18, 0.17, 0.17, -0.09, -0.20, -0.26, -0.34, 0.09, -0.02, -0.10, 0.00, 0.08, 0.07, 0.08, 0.12, 0.13, 0.16, 0.09, 0.09, 0.09], "e_above_lowest_kj_mol": 928.0, "homo_energy_ev": [-10.05, -10.19], "homo_lumo_gap_ev": [5.44, 9.04]}



Which formula does entry 4 have?
C4H10N2O2



Number 2 is which compound?
C33H47BN4O2P2Ti